The following is a DFT calculation (ωB97M-V with the def2-TZVPD basis set) of CaO4P as an isolated structure in a non-equilibrium geometry.

- Energy relative to the best compared isomer or geometry (same formula, charge and spin): 0.0 kcal per mole
- Net charge: -1
- Strongest force on any atom: 0.131 hartree/bohr
- E: -35920.3076 eV
- E_LUMO: 0.71 eV
- M: 135.0 g/mol

Last column: Löwdin charge in e.
Geometry (Å):
Ca 2.08672 -0.55458 -0.91227  1.406
P -0.42379 0.16253 0.19348  -0.262
O -1.95253 -0.05998 0.20552  -0.479
O 0.18746 -1.24848 -0.07520  -0.634
O -0.01452 0.74071 1.56004  -0.487
O 0.11665 0.95979 -0.97157  -0.543